Computed, not measured: a cluster of 14 separate species, C70H173N9O21 in total in a non-equilibrium geometry, with wB97M-V/def2-TZVPD.

```
273
C70H173N9O21 | OMol25 | wB97M-V/def2-TZVPD
C -3.711 4.029 4.644
C -3.657 2.504 4.341
C -3.563 1.701 5.689
C -4.851 1.701 6.573
C -6.062 1.234 5.673
C -6.151 1.947 4.256
N -4.828 2.048 3.597
O -4.917 2.574 2.334
C -7.078 1.049 3.348
C -6.829 3.346 4.511
C -2.319 2.221 3.517
H -4.271 4.247 5.553
H -4.073 4.671 3.840
H -2.693 4.365 4.843
H -3.409 0.636 5.519
H -2.783 2.045 6.368
H -5.103 2.678 6.986
H -4.698 1.020 7.410
H -7.000 1.464 6.178
H -6.079 0.154 5.527
H -7.089 1.415 2.322
H -6.685 0.048 3.172
H -8.045 0.797 3.783
H -7.914 3.251 4.489
H -6.520 3.846 5.428
H -6.587 3.989 3.664
H -2.254 2.772 2.579
H -2.202 1.168 3.260
H -1.386 2.437 4.037
H -5.106 1.793 1.809
C -3.510 -4.029 7.359
C -4.002 -4.302 5.910
C -5.219 -3.447 5.609
C -5.598 -3.484 4.163
C -4.445 -2.936 3.337
C -3.034 -3.646 3.509
N -2.857 -3.934 4.978
O -1.658 -4.537 5.340
C -3.098 -4.907 2.610
C -1.886 -2.756 2.986
C -4.365 -5.809 5.798
H -4.309 -4.202 8.081
H -3.216 -2.980 7.350
H -2.624 -4.603 7.629
H -6.040 -3.888 6.174
H -5.174 -2.420 5.971
H -6.452 -2.871 3.875
H -5.838 -4.486 3.809
H -4.351 -1.850 3.340
H -4.693 -2.968 2.276
H -3.327 -4.652 1.576
H -2.078 -5.291 2.610
H -3.792 -5.656 2.992
H -0.921 -3.256 3.067
H -1.995 -2.387 1.965
H -1.821 -1.916 3.677
H -4.738 -6.143 4.830
H -5.127 -6.080 6.529
H -3.499 -6.369 6.151
H -1.701 -5.374 4.872
C 3.229 2.940 4.700
C 4.496 3.465 4.078
O 5.274 3.870 5.173
H 3.202 2.604 5.737
H 2.832 2.144 4.070
H 2.469 3.719 4.629
H 4.282 4.285 3.393
H 5.096 2.720 3.554
H 5.835 4.625 4.978
C 4.179 6.203 -2.762
C 2.749 6.364 -3.082
O 2.547 6.617 -4.442
H 4.673 7.055 -3.229
H 4.538 5.274 -3.205
H 4.391 6.132 -1.695
H 2.370 7.288 -2.646
H 2.039 5.620 -2.719
H 1.629 6.398 -4.617
C -0.345 -1.427 6.672
C 0.261 -0.129 6.057
O 1.500 0.237 6.726
H -1.340 -1.592 6.260
H -0.304 -1.339 7.758
H 0.287 -2.238 6.311
H -0.431 0.710 6.120
H 0.391 -0.271 4.984
H 1.431 0.719 7.554
C 0.613 1.067 -0.547
C 0.407 0.772 0.960
O 0.002 -0.583 1.062
H -0.292 0.923 -1.137
H 1.456 0.449 -0.855
H 1.032 2.068 -0.652
H -0.382 1.303 1.492
H 1.379 0.911 1.431
H 0.728 -1.154 0.800
C -1.165 -6.005 -0.828
C -0.590 -7.017 -1.871
O -1.579 -7.722 -2.483
H -1.591 -6.426 0.083
H -2.061 -5.519 -1.213
H -0.449 -5.283 -0.437
H 0.117 -7.711 -1.416
H -0.102 -6.413 -2.636
H -1.346 -7.881 -3.401
C 10.344 3.331 -5.256
O 9.957 3.306 -3.833
C 9.557 4.539 -3.299
C 8.756 4.296 -2.018
N 7.411 3.765 -2.294
C 6.874 3.582 -0.910
C 5.499 2.936 -0.921
O 5.209 2.659 0.447
C 4.004 1.952 0.519
H 10.925 2.449 -5.527
H 11.063 4.114 -5.496
H 9.459 3.477 -5.874
H 9.001 5.131 -4.026
H 10.405 5.154 -2.997
H 8.683 5.246 -1.488
H 9.381 3.640 -1.412
H 7.536 2.848 -2.699
H 6.769 4.552 -0.425
H 7.492 2.964 -0.258
H 5.573 2.062 -1.568
H 4.851 3.694 -1.361
H 4.111 0.912 0.209
H 3.200 2.352 -0.099
H 3.621 1.966 1.539
C 5.843 -1.127 3.876
O 4.614 -1.855 4.185
C 4.390 -2.171 5.580
C 3.180 -3.153 5.755
N 3.453 -4.423 5.130
C 2.407 -5.426 5.203
C 1.328 -5.265 4.096
O 1.959 -5.429 2.828
C 1.011 -5.141 1.808
H 6.722 -1.755 4.018
H 6.039 -0.208 4.428
H 5.909 -0.833 2.829
H 4.358 -1.226 6.123
H 5.274 -2.663 5.985
H 2.242 -2.729 5.396
H 2.915 -3.293 6.804
H 3.745 -4.240 4.181
H 1.877 -5.354 6.153
H 2.815 -6.435 5.147
H 0.930 -4.260 4.239
H 0.547 -6.022 4.167
H 0.223 -5.885 1.925
H 1.457 -5.200 0.816
H 0.638 -4.125 1.934
C 1.230 4.431 1.750
O 0.647 4.803 0.524
C -0.784 4.853 0.585
C -1.405 5.661 -0.543
N -1.216 5.044 -1.844
C -1.676 5.943 -2.922
C -1.622 5.180 -4.263
O -0.334 5.088 -4.700
C -0.336 4.804 -6.100
H 0.689 4.799 2.622
H 2.192 4.922 1.895
H 1.348 3.347 1.752
H -1.073 5.346 1.514
H -1.318 3.903 0.585
H -0.941 6.640 -0.666
H -2.433 5.900 -0.273
H -0.289 4.688 -2.024
H -1.056 6.836 -3.005
H -2.697 6.247 -2.689
H -2.232 5.810 -4.911
H -2.045 4.177 -4.203
H -0.719 5.635 -6.693
H -0.872 3.916 -6.436
H 0.712 4.564 -6.281
C -3.671 -0.471 -5.654
O -2.531 -0.520 -6.425
C -1.422 -0.053 -5.671
C -0.165 0.014 -6.572
N -0.398 0.972 -7.674
C 0.806 1.091 -8.498
C 0.492 1.770 -9.839
O 1.781 2.152 -10.394
C 1.671 2.605 -11.672
H -3.601 -1.028 -4.719
H -4.516 -0.931 -6.164
H -3.925 0.559 -5.404
H -1.317 -0.769 -4.856
H -1.576 0.904 -5.172
H 0.007 -1.030 -6.835
H 0.743 0.328 -6.057
H -1.199 0.624 -8.182
H 1.370 0.165 -8.601
H 1.509 1.717 -7.948
H -0.133 2.652 -9.705
H -0.116 1.129 -10.478
H 1.228 3.601 -11.686
H 1.172 1.874 -12.308
H 2.657 2.727 -12.119
C 1.458 2.580 -3.912
O 1.620 1.191 -3.691
C 2.915 0.709 -3.638
C 3.073 -0.795 -3.923
N 2.425 -1.587 -2.883
C 3.254 -1.793 -1.718
C 2.526 -2.734 -0.747
O 1.964 -1.963 0.307
C 2.904 -1.732 1.345
H 1.810 3.058 -2.998
H 0.380 2.719 -3.995
H 1.962 3.016 -4.774
H 3.510 0.928 -2.751
H 3.521 1.171 -4.417
H 4.132 -1.035 -4.020
H 2.561 -1.027 -4.857
H 1.474 -1.350 -2.641
H 3.452 -0.829 -1.249
H 4.181 -2.276 -2.024
H 2.997 -3.630 -0.343
H 1.637 -3.125 -1.242
H 3.679 -1.097 0.916
H 3.239 -2.685 1.755
H 2.310 -1.263 2.130
C -7.987 -2.500 1.526
O -6.693 -1.938 1.198
C -6.819 -0.999 0.157
C -5.437 -0.535 -0.289
N -4.835 0.203 0.803
C -3.395 0.410 0.446
C -3.118 1.576 -0.469
O -3.412 1.261 -1.826
C -2.953 2.295 -2.704
H -8.308 -3.031 0.629
H -8.771 -1.796 1.801
H -7.965 -3.200 2.361
H -7.355 -0.094 0.446
H -7.458 -1.333 -0.661
H -5.493 0.054 -1.204
H -4.785 -1.345 -0.614
H -4.809 -0.362 1.639
H -2.853 -0.511 0.232
H -3.022 0.737 1.417
H -2.059 1.822 -0.391
H -3.624 2.517 -0.256
H -3.428 3.216 -2.366
H -3.147 2.029 -3.743
H -1.864 2.282 -2.664
C -1.396 -2.414 -1.766
O -0.683 -2.467 -2.996
C -1.084 -3.490 -3.929
C -0.043 -3.676 -5.063
N 1.273 -3.948 -4.465
C 2.346 -4.224 -5.421
C 3.735 -4.375 -4.785
O 4.021 -5.701 -4.137
C 3.160 -6.026 -3.064
H -0.869 -3.047 -1.051
H -2.468 -2.601 -1.820
H -1.272 -1.426 -1.322
H -2.083 -3.308 -4.323
H -1.143 -4.453 -3.423
H -0.133 -2.755 -5.639
H -0.325 -4.499 -5.719
H 1.439 -3.103 -3.937
H 2.332 -3.437 -6.175
H 2.095 -5.130 -5.972
H 3.978 -3.629 -4.028
H 4.436 -4.212 -5.604
H 3.150 -5.137 -2.433
H 3.570 -6.918 -2.590
H 2.153 -6.305 -3.372
```

Its orbital gap is 0.3063 hartree. The highest occupied orbital energy is -7.791 eV. As for the charge: 0. The value obtained for the max |F| is 3.0 eV/A.